(1)
The following is a quantum chemistry calculation of a single C3H4FN3S molecule at a distorted geometry, from the OMol25 dataset.

Last column: natural (NBO) charge in e.
Atoms and positions in Å:
C: 1.64544 -0.37222 -0.42595  -0.146
C: 0.34972 0.17248 -0.05626  0.089
C: -0.07517 1.38345 0.75175  0.023
H: -2.56860 -1.53982 0.54144  0.127
H: 2.74886 0.07792 -0.63038  0.249
H: -0.47908 0.92994 1.75666  0.182
H: 0.71481 2.03804 1.02125  0.196
N: -0.54214 -0.77288 -0.43677  -0.357
N: 0.16164 -1.84287 -1.04712  -0.041
N: 1.36950 -1.53378 -1.08708  -0.214
F: -1.04535 2.22033 0.16391  -0.355
S: -2.27963 -0.76060 -0.55144  0.247

Results
Energy   -778.94248 Ha
E_LUMO   0.413 eV
Max |F|   0.068 hartree/bohr
Frontier orbital gap   0.373 hartree


(2)
The following is a quantum chemistry calculation of a single C4H5NOS molecule at a distorted geometry, from the OMol25 dataset.

Last column: natural (NBO) charge in e.
Atoms and positions in Å:
C: 0.49071 0.81106 0.07756  0.223
C: 1.79713 0.64862 -0.23754  -0.354
C: 2.02605 -0.80877 -0.07833  -0.006
C: -0.22330 -0.35247 0.15358  -0.155
H: -1.16031 1.81558 -0.16892  0.485
H: 2.61769 1.43581 -0.26133  0.246
H: 3.04719 -1.44524 0.11921  0.227
H: 0.72862 -2.39634 -0.09458  0.416
H: -2.51236 -1.15736 0.96594  0.155
N: 0.82037 -1.43530 0.17669  -0.533
O: -0.17731 2.05630 0.17756  -0.684
S: -1.97429 -0.40290 -0.16932  -0.019

Results
Energy   -683.52339 Ha
E_LUMO   0.528 eV
Max |F|   0.105 hartree/bohr
Frontier orbital gap   0.315 hartree


(3)
The following is a quantum chemistry calculation of a single C4H5NO molecule, from the OMol25 dataset.

Last column: natural (NBO) charge in e.
Atoms and positions in Å:
O: -0.60893 -2.24891 -0.03055  -0.553
C: -0.31629 -1.10646 0.20384  0.712
C: 1.04589 -0.42544 0.24621  -0.545
C: 0.68914 0.87649 -0.42838  -0.271
C: -0.62339 1.06047 -0.26262  -0.016
N: -1.21281 -0.04036 0.40288  -0.653
H: 1.86379 -1.01598 -0.16376  0.240
H: 1.25008 -0.24677 1.31606  0.242
H: 1.36832 1.49438 -0.99406  0.227
H: -1.25295 1.86635 -0.61088  0.215
H: -2.20286 -0.21378 0.32127  0.403

Results
Energy   -285.40065 Ha
E_LUMO   0.968 eV
Max |F|   0.011 hartree/bohr
Frontier orbital gap   0.360 hartree


(4)
The following is a quantum chemistry calculation of a molecular structure, C18H31F4N6Sn at a distorted geometry, from the OMol25 dataset.

Last column: natural (NBO) charge in e.
Atoms and positions in Å:
Sn: -0.81269 0.12861 0.43735  1.551
C: -1.40503 0.10049 -2.89615  -0.573
C: 0.02760 -0.41842 -2.93814  -0.230
N: 1.02524 0.55512 -2.48052  -0.443
C: 1.11059 1.81897 -3.22402  -0.241
C: 0.51842 3.02413 -2.49225  -0.608
C: 2.24865 0.01409 -1.97690  -0.210
C: 3.02427 0.96786 -1.07988  -0.316
N: 2.41917 1.01089 0.21966  -0.178
C: 3.03075 1.42148 1.28139  0.084
C: 2.31425 1.29034 2.53660  0.409
F: 1.07516 0.81837 2.51179  -0.275
C: 2.86794 1.62516 3.72563  0.310
F: 2.18658 1.46726 4.83188  -0.240
C: 4.16787 2.16630 3.76462  -0.061
C: 4.89332 2.35649 2.59171  0.308
F: 6.08811 2.88210 2.63311  -0.228
C: 4.36849 1.98868 1.38037  0.462
F: 5.06194 2.17606 0.32102  -0.208
H: -2.08451 -0.68752 -3.22475  0.254
H: -1.68512 0.40335 -1.87949  0.109
H: -1.55198 0.95006 -3.56180  0.245
H: 0.11648 -1.31210 -2.31473  0.210
H: 0.24607 -0.73383 -3.96650  0.218
H: 2.15207 2.02845 -3.47666  0.208
H: 0.59009 1.70084 -4.17566  0.228
H: 0.95038 3.12680 -1.49170  0.177
H: 0.73598 3.93587 -3.05232  0.255
H: -0.56816 2.94454 -2.41708  0.204
H: 2.02080 -0.88494 -1.40040  0.211
H: 2.94327 -0.29260 -2.77706  0.222
H: 4.06605 0.63328 -1.02817  0.255
H: 3.06634 1.97756 -1.51193  0.277
H: 4.60279 2.45424 4.71992  0.309
N: -3.18768 0.12131 0.97265  -0.951
C: -3.71601 0.88502 2.15220  -0.227
C: -3.51516 2.38503 2.02413  -0.441
C: -2.07899 2.83951 2.21946  -0.227
N: -1.22999 2.51376 1.02897  -0.942
H: -3.71934 0.40997 0.15299  0.409
H: -3.44547 -0.85394 1.11243  0.415
H: -3.21293 0.51863 3.04776  0.213
H: -4.77795 0.67140 2.26102  0.242
H: -4.12006 2.86088 2.79597  0.274
H: -3.90088 2.74522 1.06189  0.220
H: -1.65241 2.34777 3.09735  0.205
H: -2.06134 3.91421 2.40018  0.233
H: -0.31498 2.92161 1.18159  0.390
H: -1.60566 3.02168 0.23060  0.403
C: -1.64761 -5.56349 -0.78230  -0.400
N: -0.45100 -4.70883 -0.65583  -0.428
C: 0.86161 -5.33937 -0.88902  -0.399
C: -0.55033 -3.44852 -0.38633  0.640
N: -0.64733 -2.31131 -0.13342  -0.704
H: -1.57461 -6.39653 -0.08615  0.237
H: -1.70709 -5.96195 -1.79363  0.233
H: -2.54788 -4.99726 -0.56739  0.225
H: 1.00570 -6.15336 -0.18179  0.236
H: 1.66052 -4.61573 -0.76629  0.218
H: 0.89581 -5.74799 -1.89743  0.233

Results
Energy   -1645.68948 Ha
E_LUMO   -12.273 eV
Max |F|   0.029 hartree/bohr
Total charge   +3
Frontier orbital gap   0.162 hartree


(5)
The following is a quantum chemistry calculation of a molecular structure, C5H8O2, from the OMol25 dataset.

Last column: natural (NBO) charge in e.
Atoms and positions in Å:
C: -0.88237 -0.46630 -1.60660  -0.619
C: -0.74290 -0.22642 -0.12144  -0.303
C: 0.22144 -1.00604 0.71688  0.105
O: 1.85698 -0.25348 1.09834  -0.574
C: 0.64455 0.11364 1.57781  0.027
C: 0.01348 1.02400 0.44090  0.097
O: 0.99895 1.47614 -0.41945  -0.719
H: -1.13308 -1.51332 -1.81617  0.211
H: 0.07041 -0.22587 -2.08523  0.233
H: -1.66875 0.15775 -2.04641  0.218
H: -1.72496 -0.23318 0.39928  0.235
H: 0.69500 -1.96343 0.54604  0.229
H: 0.46043 0.28782 2.63719  0.184
H: -0.61120 1.83677 0.79450  0.179
H: 1.80201 0.99191 -0.11564  0.495

Results
Energy   -345.66063 Ha
E_LUMO   0.263 eV
Max |F|   0.019 hartree/bohr
Frontier orbital gap   0.369 hartree


(6)
The following is a quantum chemistry calculation of 2 unconnected molecules or ions with the total composition C5H12N at a distorted geometry, from the OMol25 dataset.

Last column: natural (NBO) charge in e.
Atoms and positions in Å:
C: 0.71073 1.50393 -1.62239  0.162
N: 1.80316 1.30549 -0.99959  -0.596
H: -0.10182 0.77488 -1.53350  0.253
H: 0.63993 2.36982 -2.31874  0.238
H: 2.59106 1.89555 -1.30759  0.449
H: 1.83202 0.71863 -0.11986  0.479
C: -2.25722 0.42432 0.29414  -0.660
C: -1.05476 -0.26750 0.96789  -0.170
C: -0.22281 -1.15504 0.35172  -0.250
C: 0.99118 -1.81572 0.99162  -0.668
H: -2.81098 -0.29097 -0.29961  0.234
H: -2.98054 0.80821 1.03498  0.245
H: -1.96909 1.24312 -0.37131  0.193
H: -0.84240 0.04315 2.00401  0.212
H: -0.40589 -1.52557 -0.63216  0.196
H: 1.30447 -1.38576 1.96356  0.224
H: 0.82891 -2.90260 1.22522  0.254
H: 1.94405 -1.74394 0.37162  0.202

Results
Energy   -252.14121 Ha
E_LUMO   -5.699 eV
Max |F|   0.039 hartree/bohr
Total charge   +1
Frontier orbital gap   0.270 hartree


(7)
The following is a quantum chemistry calculation of 2 unconnected molecules or ions with the total composition C18H27N4O at a distorted geometry, from the OMol25 dataset.

Last column: natural (NBO) charge in e.
Atoms and positions in Å:
C: -1.36595 3.31265 1.15817  -0.409
N: -1.22016 2.31094 2.21277  -0.264
C: -0.11922 1.52802 2.51631  0.316
C: 1.14758 1.56062 1.78825  0.466
C: 1.22872 2.29086 0.52926  -0.345
C: 2.21746 3.19543 0.28342  -0.050
C: 2.31743 4.03648 -0.87111  -0.152
C: 3.26797 5.07439 -0.88050  -0.149
C: 3.37010 5.92947 -1.95340  -0.208
C: 2.53696 5.77653 -3.05038  -0.163
C: 1.58686 4.76646 -3.05793  -0.224
C: 1.47174 3.90826 -1.98744  -0.123
O: 2.17613 1.05606 2.26908  -0.492
N: -0.41698 0.85421 3.69177  -0.259
C: 0.40908 -0.15008 4.45219  0.152
C: -0.38899 -0.68984 5.65203  -0.625
C: 1.68686 0.51657 4.96677  -0.643
C: 0.75524 -1.29501 3.50071  -0.627
C: -1.69122 1.23130 4.08734  -0.028
C: -2.17305 2.12385 3.19190  -0.026
H: -2.29615 3.86358 1.28113  0.239
H: -0.53613 4.01562 1.20402  0.246
H: -1.38688 2.82676 0.18578  0.227
H: 0.46210 2.13638 -0.20771  0.209
H: 2.93026 3.35958 1.07182  0.226
H: 3.90295 5.21243 -0.02115  0.218
H: 4.09916 6.72523 -1.94123  0.229
H: 2.62246 6.44642 -3.89342  0.229
H: 0.93360 4.65726 -3.90872  0.226
H: 0.71821 3.13934 -2.00622  0.193
H: -1.31857 -1.15835 5.32889  0.216
H: 0.18179 -1.43457 6.20477  0.252
H: -0.63869 0.11291 6.34676  0.217
H: 2.26786 0.92352 4.14450  0.265
H: 1.45812 1.33452 5.64667  0.211
H: 2.31253 -0.20475 5.48888  0.234
H: 1.30633 -0.91403 2.64247  0.237
H: 1.37090 -2.04157 3.99908  0.239
H: -0.14843 -1.78004 3.13487  0.214
H: -2.20771 0.89179 4.96801  0.264
H: -3.12184 2.62945 3.23595  0.254
C: 4.21682 -1.37995 0.12356  -0.419
N: 4.12670 0.00236 -0.30756  -0.491
N: 3.40242 0.23230 -1.49721  -0.665
H: 4.76944 -1.45858 1.05969  0.211
H: 3.21630 -1.77079 0.29358  0.177
H: 4.70478 -1.99832 -0.62851  0.178
H: 5.06978 0.38507 -0.44121  0.347
H: 2.48883 -0.17059 -1.34529  0.330
H: 3.24752 1.23132 -1.55433  0.344

Results
Energy   -996.05191 Ha
E_LUMO   -4.310 eV
Max |F|   0.064 hartree/bohr
Total charge   +1
Frontier orbital gap   0.194 hartree


(8)
The following is a quantum chemistry calculation of a molecular structure, C6H9NO at a distorted geometry, from the OMol25 dataset.

Last column: natural (NBO) charge in e.
Atoms and positions in Å:
C: -1.14271 -0.45669 -0.52617  -0.457
C: 1.74028 1.59209 -0.62960  -0.423
C: -2.47207 -0.55717 0.19468  -0.611
N: 1.11114 0.35200 -0.36932  -0.418
C: -0.09441 0.33638 0.33608  0.638
C: 1.40652 -0.85647 0.64558  0.073
C: 2.04800 -1.76723 1.09671  -0.197
O: -0.47212 1.25419 1.09461  -0.594
H: -1.25402 0.10484 -1.45829  0.222
H: -0.76222 -1.44606 -0.78250  0.220
H: 0.98328 2.38611 -0.72082  0.234
H: 2.40176 1.85694 0.20830  0.215
H: 2.25386 1.50878 -1.59158  0.211
H: -3.20407 -1.03960 -0.46015  0.206
H: -2.37924 -1.14243 1.11281  0.210
H: -2.85644 0.43407 0.44665  0.223
H: 2.69247 -2.55974 1.40299  0.248

Results
Energy   -363.84372 Ha
E_LUMO   -0.066 eV
Max |F|   0.111 hartree/bohr
Frontier orbital gap   0.349 hartree


Among the records above, which one has the highest E_LUMO? C4H5NO


E_LUMO of number 3 (C4H5NO)? 0.968 eV


Copy entry 3 word for word.
The following is a quantum chemistry calculation of a single C4H5NO molecule, from the OMol25 dataset.

Last column: natural (NBO) charge in e.
Atoms and positions in Å:
O: -0.60893 -2.24891 -0.03055  -0.553
C: -0.31629 -1.10646 0.20384  0.712
C: 1.04589 -0.42544 0.24621  -0.545
C: 0.68914 0.87649 -0.42838  -0.271
C: -0.62339 1.06047 -0.26262  -0.016
N: -1.21281 -0.04036 0.40288  -0.653
H: 1.86379 -1.01598 -0.16376  0.240
H: 1.25008 -0.24677 1.31606  0.242
H: 1.36832 1.49438 -0.99406  0.227
H: -1.25295 1.86635 -0.61088  0.215
H: -2.20286 -0.21378 0.32127  0.403

Results
Energy   -285.40065 Ha
E_LUMO   0.968 eV
Max |F|   0.011 hartree/bohr
Frontier orbital gap   0.360 hartree


What is the E_LUMO in the second record? 0.528 eV